The following is a quantum chemistry calculation of 2 unconnected molecules or ions with the total composition C9H14 in a non-equilibrium geometry, from OMol25.

SMILES = Cc1ccccc1.CC
Relative energy (zero: lowest compared OMol25 entry of this formula, charge and spin) = 14.2 kcal/mol
Frontier orbital gap = 0.365 hartree
Strongest force on any atom = 2.7 eV Å⁻¹
Total charge = 0

The geometry in XYZ format:
```
23
Properties=species:S:1:pos:R:3:forces:R:3
C 0.726 0.271 -1.695 1.03 0.20 -0.80
C -0.037 -0.748 -0.942 -0.03 -1.31 -0.77
C 0.161 -2.126 -1.239 -0.96 0.48 0.08
C -0.646 -3.076 -0.647 -0.15 1.02 1.11
C -1.697 -2.637 0.201 0.44 -2.03 -1.24
C -1.929 -1.322 0.409 0.53 2.24 1.34
C -1.028 -0.349 -0.064 0.63 -0.97 -0.61
H 0.173 0.643 -2.564 -0.29 0.20 0.33
H 1.612 -0.161 -2.173 0.09 0.00 0.36
H 1.047 1.102 -1.068 -0.08 0.12 -0.09
H 0.826 -2.485 -2.013 0.50 0.40 0.16
H -0.360 -4.113 -0.717 -0.43 -0.27 -0.26
H -2.358 -3.399 0.594 -0.03 0.12 0.27
H -2.669 -0.986 1.129 -0.26 -0.23 -0.22
H -0.940 0.704 0.172 -0.98 0.04 0.34
C 1.786 3.340 1.126 -0.47 -0.89 0.43
C 1.451 4.258 2.302 0.94 -0.20 0.03
H 1.655 3.823 0.160 0.12 0.16 0.03
H 2.778 2.894 1.194 0.12 0.28 -0.08
H 1.097 2.487 1.138 0.05 0.02 -0.09
H 1.773 3.882 3.278 -0.02 -0.44 -0.22
H 0.377 4.382 2.377 -0.07 0.65 -0.12
H 2.051 5.164 2.189 -0.68 0.39 0.00
```
Positions in Å, forces in eV/Å.

The following is a quantum chemistry calculation of 2 unconnected molecules or ions with the total composition C9H14 in a non-equilibrium geometry, from OMol25.

SMILES = Cc1ccccc1.CC
Relative energy (zero: lowest compared OMol25 entry of this formula, charge and spin) = 41.7 kcal/mol
Frontier orbital gap = 0.360 hartree
Strongest force on any atom = 4.0 eV Å⁻¹
Total charge = 0

The geometry in XYZ format:
```
23
Properties=species:S:1:pos:R:3:forces:R:3
C 0.061 -1.360 -3.609 0.19 1.72 -1.71
C -0.155 -1.303 -2.187 -0.57 1.15 3.78
C 0.229 -2.242 -1.168 0.60 0.64 -2.35
C 0.023 -1.974 0.175 -1.19 0.28 -1.42
C -0.654 -0.876 0.568 -1.18 3.52 0.32
C -1.021 0.098 -0.402 1.09 -3.29 -0.29
C -0.869 -0.149 -1.760 -0.69 -0.13 0.35
H -0.314 -0.346 -4.070 1.36 -1.97 0.58
H -0.635 -2.057 -3.935 -1.16 -1.65 -1.34
H 1.063 -1.691 -3.899 -0.19 0.41 -0.16
H 0.718 -3.165 -1.520 -0.18 0.45 0.43
H 0.055 -2.628 0.951 1.14 -2.61 1.63
H -0.987 -0.667 1.637 0.83 -0.53 -1.48
H -1.447 0.950 -0.069 -1.65 2.65 0.86
H -1.500 0.479 -2.478 1.59 -0.66 0.81
C 0.494 1.606 3.297 -0.51 1.71 0.41
C 0.923 2.579 2.218 -2.02 0.33 -1.32
H 1.202 0.804 3.426 0.30 -0.04 0.73
H 0.163 2.251 4.196 0.95 -1.62 -0.92
H -0.387 1.167 2.894 -0.98 -0.59 0.09
H 1.895 2.934 2.267 1.94 0.91 0.79
H 0.937 2.135 1.187 -0.62 0.23 0.80
H 0.205 3.457 2.280 0.95 -0.90 -0.58
```
Positions in Å, forces in eV/Å.

The following is a quantum chemistry calculation of 2 unconnected molecules or ions with the total composition C9H14 in a non-equilibrium geometry, from OMol25.

Expectation value of S² = 0.768
Relative energy (zero: lowest compared OMol25 entry of this formula, charge and spin) = 20.6 kcal/mol
Frontier orbital gap (spin up / spin down) = 0.378 / 0.247 hartree
Multiplicity = 2
Strongest force on any atom = 2.5 eV Å⁻¹
Total charge = +1

The geometry in XYZ format:
```
23
Properties=species:S:1:pos:R:3:forces:R:3
C 2.080 -0.645 -1.864 -0.57 0.17 0.82
C 1.645 0.759 -2.393 0.96 -2.20 0.37
H 2.427 -0.604 -0.824 -0.44 0.23 0.12
H 1.186 -1.271 -1.885 0.36 -0.59 -0.10
H 2.932 -1.149 -2.317 -0.29 0.22 -0.76
H 1.658 0.677 -3.473 0.46 0.78 -0.20
H 2.345 1.405 -1.883 -0.20 1.02 -0.72
H 0.611 0.922 -2.134 0.00 0.50 0.29
C -0.801 1.747 2.426 1.71 -1.75 0.70
C -1.392 -1.806 1.287 -0.54 0.47 0.00
C -1.088 -1.647 -0.069 0.21 0.34 -0.89
C -1.206 -0.701 2.070 0.56 -0.58 -0.08
C -0.841 0.567 1.498 -1.40 0.99 0.54
C -0.920 -0.352 -0.673 -0.61 -0.43 0.16
C -0.858 0.763 0.097 1.05 -0.42 0.08
H -1.861 -2.702 1.671 0.60 -0.25 0.07
H -0.894 -2.458 -0.764 -0.39 -0.35 0.37
H -1.248 -0.806 3.146 -0.25 0.23 0.03
H -0.928 -0.349 -1.751 0.20 0.25 -0.07
H 0.100 2.336 2.240 -0.60 0.68 -0.54
H -0.553 1.331 3.409 -0.49 0.17 0.15
H -0.632 1.741 -0.305 -0.30 0.05 -0.06
H -1.761 2.243 2.491 -0.02 0.49 -0.26
```
Positions in Å, forces in eV/Å.

The following is a quantum chemistry calculation of a molecular structure, C9H14AuN4S, from OMol25.

Relative energy (zero: lowest compared OMol25 entry of this formula, charge and spin) = 0.0 kcal/mol
Frontier orbital gap = 0.266 hartree
Strongest force on any atom = 0.8 eV Å⁻¹
Total charge = +1

The geometry in XYZ format:
```
29
Properties=species:S:1:pos:R:3:forces:R:3
Au -0.251 -0.774 -0.918 -0.33 0.65 -0.26
N 1.900 -0.681 -1.202 -0.37 -0.42 -0.29
C 2.345 0.180 -2.324 0.08 0.22 0.02
C 1.961 1.638 -2.100 -0.08 -0.20 -0.08
C 0.471 1.897 -2.234 0.13 0.10 0.01
N -0.296 1.341 -1.090 -0.04 0.05 0.01
H 2.330 -0.380 -0.331 0.01 -0.07 0.03
H 2.179 -1.646 -1.363 0.12 0.02 0.06
H 1.877 -0.197 -3.233 0.04 -0.03 -0.01
H 3.427 0.104 -2.443 0.00 -0.09 0.06
H 2.476 2.233 -2.854 0.01 0.03 0.03
H 2.322 1.985 -1.125 0.05 0.02 -0.03
H 0.100 1.428 -3.146 -0.10 0.03 0.02
H 0.282 2.969 -2.309 -0.03 0.00 0.05
H -1.280 1.587 -1.187 -0.04 -0.07 0.11
H 0.014 1.752 -0.211 -0.01 0.05 -0.01
S -2.536 -0.640 -0.324 0.34 -0.26 -0.25
C -2.063 -0.588 1.385 -0.07 -0.04 -0.08
C -2.974 -0.642 2.433 -0.08 -0.04 -0.06
C -2.467 -0.654 3.719 0.05 0.01 0.01
C -1.090 -0.624 3.925 -0.05 0.00 0.02
C -0.265 -0.571 2.820 -0.36 0.10 0.09
N -0.753 -0.531 1.575 0.68 0.08 0.41
H -4.037 -0.694 2.243 0.00 -0.01 0.01
H -3.143 -0.703 4.562 0.00 0.01 0.00
H -0.673 -0.641 4.922 0.00 -0.03 0.00
H 0.813 -0.550 2.920 0.00 0.00 0.00
N -0.337 -3.873 -1.080 0.08 0.02 -0.05
C -0.333 -2.724 -1.030 -0.06 -0.12 0.21
```
Positions in Å, forces in eV/Å.